No. 1
C66H174N22O26 | wB97M-V/def2-TZVPD

```
288
C66H174N22O26 | the OMol25 dataset | wB97M-V/def2-TZVPD
C 1.10 -0.56 4.55
O 1.68 -0.99 3.53
N 1.57 0.57 5.25
N -0.01 -1.16 5.09
H 0.98 0.95 5.98
H 2.26 1.20 4.77
H -0.45 -0.64 5.82
H -0.51 -1.71 4.43
C -1.89 4.80 -1.37
O -2.50 5.51 -2.19
N -1.48 3.51 -1.60
N -1.78 5.10 0.00
H -1.21 2.85 -0.94
H -1.30 3.29 -2.57
H -1.91 6.13 0.11
H -0.94 4.70 0.41
C -4.54 2.79 2.99
O -4.11 2.18 3.94
N -3.81 3.47 2.07
N -5.85 2.85 2.68
H -2.80 3.51 2.20
H -4.32 4.13 1.49
H -6.39 2.15 3.19
H -6.11 3.05 1.73
C 3.28 1.90 2.40
O 3.54 1.96 3.58
N 2.94 0.80 1.64
N 3.56 2.88 1.56
H 2.37 0.12 2.16
H 2.60 1.03 0.74
H 4.24 3.55 1.94
H 3.58 2.72 0.56
C -1.34 2.27 6.96
O -1.00 1.11 6.70
N -2.33 2.87 6.39
N -0.74 2.95 7.94
H -2.76 3.74 6.64
H -2.83 2.20 5.81
H 0.05 2.53 8.32
H -0.95 3.92 7.99
C 2.08 2.38 -2.30
O 2.40 2.49 -1.10
N 2.36 3.33 -3.23
N 1.38 1.28 -2.67
H 2.56 4.27 -2.82
H 2.02 3.24 -4.15
H 1.53 0.52 -2.02
H 1.26 1.09 -3.68
C 0.59 -4.37 -7.45
O 1.13 -4.33 -6.19
C 0.20 -4.80 -5.17
C 0.88 -4.84 -3.79
N 1.92 -5.86 -3.86
C 2.70 -6.01 -2.65
C 1.72 -6.33 -1.55
O 1.23 -5.18 -0.88
C 1.25 -5.30 0.54
H 0.66 -5.39 -7.94
H 1.12 -3.79 -8.17
H -0.50 -4.02 -7.41
H -0.15 -5.82 -5.42
H -0.67 -4.11 -5.14
H 0.15 -5.09 -3.02
H 1.24 -3.85 -3.60
H 2.48 -5.58 -4.66
H 3.18 -5.05 -2.26
H 3.38 -6.81 -2.73
H 2.12 -6.99 -0.79
H 0.88 -6.88 -2.00
H 2.32 -5.36 0.84
H 0.72 -6.19 0.83
H 0.83 -4.41 0.94
C -1.76 -8.49 -4.26
O -1.85 -7.22 -3.59
C -2.57 -7.29 -2.40
C -2.59 -6.01 -1.70
N -3.06 -4.85 -2.47
C -2.85 -3.61 -1.82
C -3.04 -2.42 -2.72
O -1.99 -2.29 -3.65
C -2.18 -1.21 -4.48
H -1.23 -9.23 -3.67
H -1.22 -8.31 -5.22
H -2.76 -8.82 -4.45
H -2.28 -8.06 -1.67
H -3.56 -7.60 -2.68
H -1.60 -5.79 -1.25
H -3.20 -6.08 -0.81
H -2.57 -4.87 -3.32
H -1.79 -3.57 -1.43
H -3.44 -3.53 -0.90
H -3.06 -1.45 -2.18
H -3.97 -2.47 -3.34
H -3.12 -1.30 -5.05
H -1.30 -1.14 -5.17
H -2.23 -0.29 -3.86
C 2.25 8.77 2.98
O 2.47 7.60 3.74
C 1.47 7.15 4.57
C 2.13 6.02 5.47
N 3.21 6.52 6.28
C 3.11 7.88 6.73
C 4.39 8.20 7.43
O 5.52 7.97 6.53
C 5.76 8.93 5.50
H 1.53 8.60 2.20
H 3.21 8.98 2.57
H 2.00 9.68 3.57
H 0.67 6.65 3.95
H 0.96 7.89 5.19
H 2.33 5.11 4.89
H 1.32 5.60 6.12
H 4.15 6.21 5.94
H 2.32 8.01 7.44
H 2.89 8.61 5.96
H 4.62 7.42 8.23
H 4.37 9.23 7.82
H 4.96 8.85 4.82
H 6.66 8.60 4.97
H 5.89 9.90 5.96
C -0.78 4.07 3.37
O -1.05 3.04 2.45
C -0.59 1.74 2.79
C -1.24 0.88 1.72
N -0.73 1.16 0.39
C -1.00 0.13 -0.64
C -0.10 -1.13 -0.40
O 1.25 -0.79 -0.66
C 2.13 -1.85 -0.25
H 0.28 4.04 3.63
H -1.33 3.92 4.30
H -1.05 4.99 2.89
H -0.97 1.44 3.82
H 0.48 1.76 2.68
H -2.31 1.04 1.82
H -1.07 -0.14 2.08
H 0.26 1.44 0.39
H -0.80 0.51 -1.67
H -2.07 -0.11 -0.65
H -0.36 -1.98 -0.97
H -0.16 -1.35 0.73
H 2.21 -1.74 0.89
H 3.15 -1.72 -0.62
H 1.71 -2.87 -0.54
C -7.56 4.49 6.28
O -6.31 5.21 6.25
C -5.40 4.59 5.41
C -4.26 5.63 5.14
N -3.51 5.78 6.37
C -2.21 6.58 6.06
C -1.60 7.13 7.35
O -1.71 6.12 8.39
C -1.92 6.50 9.74
H -7.88 4.30 5.29
H -8.22 5.12 6.87
H -7.44 3.53 6.81
H -5.91 4.40 4.41
H -4.99 3.66 5.81
H -4.63 6.54 4.73
H -3.56 5.20 4.35
H -4.12 6.26 7.06
H -2.33 7.46 5.46
H -1.58 5.87 5.56
H -2.14 8.02 7.68
H -0.47 7.28 7.25
H -2.86 7.04 9.98
H -1.00 7.00 10.10
H -2.12 5.56 10.23
C -9.04 -1.90 -5.73
O -8.09 -0.89 -5.67
C -6.78 -1.30 -5.87
C -5.81 -0.12 -6.06
N -5.48 0.57 -4.82
C -4.28 1.40 -4.97
C -4.07 2.28 -3.76
O -5.29 2.90 -3.34
C -5.09 3.46 -2.04
H -10.00 -1.57 -5.38
H -8.71 -2.78 -5.13
H -9.10 -2.41 -6.70
H -6.73 -1.89 -6.75
H -6.50 -1.94 -5.03
H -6.18 0.54 -6.86
H -4.88 -0.58 -6.48
H -6.26 1.18 -4.61
H -4.35 2.04 -5.90
H -3.45 0.68 -5.06
H -3.38 3.05 -4.05
H -3.69 1.71 -2.91
H -6.10 3.51 -1.59
H -4.53 4.40 -2.00
H -4.48 2.72 -1.49
C -1.53 -4.07 3.85
O -2.55 -3.15 3.62
C -2.80 -2.87 2.25
C -3.70 -1.65 2.17
N -4.05 -1.44 0.76
C -4.76 -0.24 0.54
C -5.31 -0.11 -0.87
O -5.95 -1.29 -1.25
C -6.84 -1.06 -2.32
H -1.59 -4.19 4.95
H -0.51 -3.79 3.53
H -1.77 -4.99 3.31
H -3.24 -3.78 1.82
H -1.87 -2.80 1.73
H -3.33 -0.71 2.63
H -4.53 -2.00 2.80
H -4.48 -2.26 0.35
H -4.14 0.65 0.70
H -5.62 -0.10 1.19
H -4.49 0.12 -1.59
H -6.07 0.73 -0.89
H -6.91 -2.01 -2.92
H -6.55 -0.24 -2.99
H -7.84 -0.85 -1.89
C 2.27 -9.19 2.43
O 2.33 -7.82 2.42
C 1.62 -7.31 3.57
C 2.16 -5.90 3.90
N 3.52 -5.91 4.45
C 3.86 -4.61 5.03
C 4.02 -3.44 4.02
O 4.87 -3.99 2.99
C 5.11 -3.03 1.98
H 1.31 -9.64 2.35
H 2.66 -9.50 3.40
H 2.89 -9.61 1.62
H 1.78 -7.94 4.45
H 0.60 -7.09 3.26
H 1.55 -5.54 4.68
H 2.10 -5.24 2.98
H 4.24 -6.11 3.77
H 4.81 -4.72 5.64
H 3.05 -4.29 5.73
H 4.53 -2.54 4.30
H 3.06 -3.32 3.61
H 4.19 -2.67 1.52
H 5.76 -3.61 1.32
H 5.65 -2.18 2.49
C 8.09 -4.55 -1.05
O 8.62 -3.81 -2.15
C 7.97 -4.10 -3.42
C 6.45 -3.77 -3.55
N 6.19 -2.35 -3.33
C 4.89 -1.84 -3.37
C 4.81 -0.50 -2.73
O 5.51 -0.64 -1.47
C 5.40 0.45 -0.56
H 7.07 -4.26 -0.79
H 8.71 -4.30 -0.16
H 8.16 -5.63 -1.26
H 8.09 -5.12 -3.77
H 8.46 -3.51 -4.18
H 5.84 -4.43 -2.93
H 6.22 -3.99 -4.60
H 6.55 -2.07 -2.39
H 4.15 -2.50 -2.87
H 4.48 -1.79 -4.38
H 3.81 -0.09 -2.55
H 5.27 0.28 -3.30
H 6.23 0.27 0.13
H 4.46 0.51 0.00
H 5.47 1.43 -1.10
C 5.45 0.89 -12.44
O 4.60 0.22 -11.52
C 4.47 0.91 -10.26
C 3.38 0.21 -9.55
N 3.45 0.52 -8.14
C 2.32 -0.14 -7.49
C 2.29 0.36 -6.02
O 1.18 -0.13 -5.28
C 1.29 -1.43 -4.63
H 5.01 1.85 -12.71
H 5.69 0.32 -13.36
H 6.41 1.13 -11.95
H 4.19 1.95 -10.37
H 5.44 0.86 -9.71
H 3.67 -0.85 -9.68
H 2.49 0.51 -10.16
H 3.42 1.49 -7.97
H 2.37 -1.23 -7.64
H 1.35 0.18 -7.90
H 2.18 1.43 -6.11
H 3.30 0.15 -5.56
H 0.33 -1.75 -4.22
H 1.94 -1.43 -3.71
H 1.62 -2.21 -5.30
```

Output
Total energy = -5779.65069 Eh
Energy above the lowest of the compared OMol25 structures with the same formula, charge and spin = 27.12 kcal per mole
HOMO level = -0.304 Ha
Molecular weight = 1692.246 g/mol
Frontier orbital gap = 0.3131 Eh
LUMO level = 0.24 eV

***

No. 2
C5H10 | wB97M-V/def2-TZVPD

```
15
C5H10 | the OMol25 dataset | wB97M-V/def2-TZVPD
C 0.33 0.01 -1.66
C -0.20 -0.23 -0.48
C -0.86 -1.53 -0.13
C -0.33 0.88 0.57
C 0.96 0.91 1.44
H 0.40 -0.66 -2.51
H 0.74 0.98 -1.96
H -1.85 -1.60 -0.57
H -0.22 -2.35 -0.47
H -0.80 -1.69 0.95
H -1.17 0.76 1.24
H -0.33 1.76 -0.08
H 1.68 1.60 1.01
H 0.78 1.25 2.46
H 1.35 -0.11 1.50
```

Output
Total energy = -196.46896 Eh
Structure (SMILES) = C=C(C)CC
Energy above the lowest of the compared OMol25 structures with the same formula, charge and spin = 24.75 kcal per mole
HOMO level = -0.340 Ha
Molecular weight = 70.135 g/mol
Frontier orbital gap = 0.3811 Eh
LUMO level = 1.13 eV